1.
90
Properties=species:S:1:pos:R:3:mulliken_charge:R:1 method="wB97M-V/def2-TZVPD" gap_ev=6.974 charge=-1 homo_ev=-5.51 e_lumo_ev=1.5 largest_force_ev_per_a=6.74 total_energy_ev=-62054.7673
C -1.66632 -0.36509 1.44211 -0.946
S -2.91336 -1.52585 2.25092 1.084
O -3.28113 -0.91938 3.57875 -0.632
O -2.21060 -2.87266 2.35493 -0.606
C -4.33423 -1.75088 1.06762 -0.111
C -3.96076 -3.05490 0.17317 0.044
N -3.55371 -3.88666 -0.59707 -0.582
C -5.77660 -1.92363 1.78075 0.178
C -5.74457 -2.83962 3.09596 0.040
N -5.48684 -3.56099 4.03776 -0.561
C -6.45543 -0.45033 2.06394 0.359
O -7.65611 -0.31561 2.51679 -0.651
O -5.71431 0.71805 1.79990 -0.679
H -2.02917 -0.19093 0.36539 0.354
H -1.75216 0.62847 2.00347 0.329
H -0.59581 -0.76407 1.49534 0.331
H -4.38903 -0.84330 0.34409 0.610
H -6.45836 -2.47824 1.02041 0.423
C 1.11791 3.55550 2.50967 -1.136
C 1.18475 2.41274 1.51664 0.026
O 0.14075 2.53598 0.55860 -0.356
H 0.15168 3.56293 3.02166 0.328
H 1.91202 3.47138 3.25576 0.351
H 1.21571 4.51808 1.99864 0.295
H 1.06489 1.45459 2.02802 0.272
H 2.14469 2.40630 0.99127 0.061
H 0.25956 3.38174 0.10524 0.160
C -1.03650 -6.92035 1.77980 -1.083
C 0.08119 -6.03535 1.26594 -0.114
O -0.15080 -5.69264 -0.09464 -0.535
H -1.10962 -7.83268 1.18112 0.321
H -0.86768 -7.19586 2.82387 0.321
H -2.00059 -6.40964 1.70226 0.285
H 1.03987 -6.55706 1.32477 0.308
H 0.15199 -5.11469 1.85353 0.209
H -0.99761 -5.22323 -0.13703 0.288
C 5.55789 3.40787 -1.67475 -1.271
C 4.21362 3.86599 -1.14447 0.220
O 4.25089 3.94770 0.27622 -0.519
H 5.82200 2.43141 -1.25939 0.348
H 5.54322 3.33510 -2.76522 0.341
H 6.34838 4.10457 -1.37911 0.335
H 3.43073 3.15656 -1.42311 0.305
H 3.94826 4.84826 -1.54628 -0.041
H 4.93957 4.58326 0.51443 0.282
C 4.24797 7.98335 -4.28879 -1.074
C 3.42806 6.73267 -4.04225 -0.148
O 3.03502 6.66496 -2.67662 -0.508
H 5.13712 7.99088 -3.65256 0.276
H 4.56139 8.04494 -5.33385 0.327
H 3.67102 8.87941 -4.04117 0.324
H 4.01493 5.83987 -4.26987 0.264
H 2.52989 6.72437 -4.66763 0.271
H 2.50884 7.45360 -2.48499 0.278
C -10.22891 -1.87793 5.60623 -0.953
C -9.82581 -3.13465 4.86094 -0.140
O -10.16644 -3.02209 3.48786 -0.547
H -11.30490 -1.70480 5.51289 0.264
H -9.97428 -1.95410 6.66665 0.305
H -9.72710 -1.00166 5.18577 0.288
H -10.34597 -4.00453 5.26979 0.278
H -8.74789 -3.30684 4.94086 0.176
H -9.69208 -2.25500 3.13052 0.323
C -2.60081 4.99444 -2.87884 -1.110
C -2.01515 3.92377 -1.97994 -0.096
O -0.68911 3.60934 -2.39094 -0.480
H -2.61135 4.65838 -3.91928 0.267
H -3.62169 5.24147 -2.57747 0.345
H -1.99352 5.90429 -2.84358 0.320
H -2.61139 3.01067 -2.03454 0.305
H -1.99072 4.25821 -0.93810 0.204
H -0.16508 4.42037 -2.33155 0.259
C 2.86824 -5.41897 -1.89290 -0.803
C 3.97809 -4.90214 -1.00038 -0.158
O 5.20163 -4.83265 -1.72617 -0.533
H 3.11795 -6.41032 -2.28124 0.255
H 1.92451 -5.48173 -1.34508 0.128
H 2.73026 -4.76326 -2.75798 0.331
H 4.12718 -5.57109 -0.14965 0.279
H 3.73925 -3.90441 -0.61790 0.232
H 5.06427 -4.23161 -2.47289 0.316
C 8.43182 -2.02953 -2.26256 -1.063
C 7.14586 -1.29910 -2.59452 -0.162
O 6.05225 -2.20732 -2.59354 -0.521
H 8.61865 -2.82624 -2.98755 0.265
H 9.28246 -1.34320 -2.26529 0.360
H 8.36493 -2.50304 -1.27871 0.335
H 7.20859 -0.84615 -3.58661 0.286
H 6.94623 -0.50735 -1.86538 0.178
H 5.99747 -2.59814 -1.70886 0.275

=====

2.
82
Properties=species:S:1:pos:R:3:mulliken_charge:R:1 method="wB97M-V/def2-TZVPD" de_lowest_kj_mol=0.00 gap_ev=10.076 smiles=COCCOC.COCCOC.COCCOC.CCCCC.CCCCC homo_ev=-9.35 e_lumo_ev=0.7 largest_force_ev_per_a=12.11 total_energy_ev=-35957.8930
C -3.19677 -3.23286 0.61313 -1.411
C -2.33576 -4.48628 1.00353 0.152
C -2.99369 -5.44880 2.01009 -1.696
C -2.41895 -6.67398 2.01392 -0.180
C -3.13631 -7.69272 2.88900 -1.738
H -2.40054 -2.65653 -0.04540 0.074
H -3.65682 -2.96650 1.35413 0.929
H -4.17649 -3.47738 -0.00247 0.293
H -1.25933 -4.30300 1.24531 0.376
H -2.16836 -5.15893 -0.00201 -0.281
H -3.96195 -5.50321 1.66164 0.483
H -3.19950 -5.03234 2.78071 1.110
H -1.29505 -6.73262 2.42069 0.245
H -2.28054 -7.08764 1.11675 0.408
H -3.33192 -7.43968 3.90582 0.388
H -2.54687 -8.52517 2.90105 0.456
H -4.11350 -7.93208 2.65510 0.445
C -2.47023 0.82505 0.18403 -1.340
C -0.97721 1.38234 0.19159 -0.483
C -0.50319 2.02847 -1.04529 -0.187
C -1.09040 3.34772 -1.27445 -0.468
C -0.55544 4.05494 -2.62848 -1.875
H -2.81449 0.56770 -0.78413 0.350
H -3.10342 1.69234 0.61306 0.332
H -2.65721 -0.12932 0.78666 0.256
H -0.23289 0.59301 0.44506 0.110
H -0.61136 1.96807 0.97536 0.638
H -0.57944 1.40060 -1.86969 0.274
H 0.46486 2.35570 -1.15417 0.095
H -0.82695 3.98483 -0.44297 0.280
H -2.14266 3.17820 -1.29568 0.447
H -0.86998 4.89136 -2.74856 0.849
H -0.78965 3.53695 -3.52482 0.356
H 0.44230 4.38806 -2.71434 0.332
C 3.77485 2.02707 -5.74756 -0.751
O 3.94511 2.07379 -4.34286 -0.320
C 3.13849 3.02676 -3.64352 -0.239
C 3.72123 3.09585 -2.45687 -0.630
O 3.70835 1.74736 -1.77932 -0.286
C 4.07353 1.85809 -0.36246 -0.825
H 4.34587 2.91905 -6.15138 0.325
H 2.62742 1.96411 -5.97101 0.254
H 4.38158 1.13893 -6.29746 0.204
H 2.02249 2.77593 -3.70054 0.067
H 3.21154 3.96230 -3.96321 0.598
H 3.06991 3.61057 -1.82579 0.401
H 4.68953 3.54573 -2.58239 0.305
H 3.54444 2.80532 0.05325 0.315
H 5.04470 1.75607 -0.37307 0.438
H 3.55814 1.01685 0.22528 0.135
C 1.54652 1.69735 3.19787 -0.493
O 0.54825 2.62681 3.47976 -0.155
C 0.78333 3.39018 4.66102 -0.359
C -0.14719 4.36461 4.73477 -0.616
O 0.08908 5.21855 5.84644 -0.336
C -0.73445 6.34961 5.75337 -0.764
H 1.30386 1.20555 2.17677 -0.057
H 1.73063 0.87584 3.83528 0.399
H 2.62921 2.08193 3.15893 0.267
H 1.68249 3.93917 4.59353 0.309
H 0.47540 2.81821 5.53296 0.200
H -1.20378 4.04996 4.80239 0.337
H 0.00629 4.92502 3.88369 0.417
H -0.52217 7.25728 5.04691 0.260
H -0.51504 6.75017 6.69800 0.326
H -1.82805 6.28551 5.73531 0.311
C -0.10458 -5.75966 -2.26504 -0.481
O 0.47830 -4.49733 -1.91318 -0.338
C -0.57303 -3.48106 -2.11729 0.183
C -0.04385 -2.29105 -1.93612 -0.391
O 1.03471 -2.03660 -2.72370 -0.401
C 1.42771 -0.71311 -2.71485 -0.549
H 0.61906 -6.49067 -1.88371 0.257
H -0.45510 -5.72713 -3.31799 0.284
H -0.96101 -5.82014 -1.56755 0.115
H -1.40744 -3.60185 -1.36076 -0.242
H -0.87815 -3.62346 -3.13192 0.521
H 0.22828 -2.49779 -0.85908 0.211
H -0.76688 -1.39215 -2.12014 0.073
H 2.25716 -0.69193 -3.61742 0.182
H 1.62116 -0.28037 -1.82212 0.364
H 0.61184 0.02850 -3.10140 0.154